[1]
Molecular formula: C40H52BIN3O5P2Ti
Method: DFT, the ωB97M-V functional and the def2-TZVPD basis

- net charge = -1
- HOMO (hartree) = -0.1790
- energy relative to the best compared isomer or geometry (same formula, charge and spin) (kcal per mole) = 25.36
- LUMO level (eV) = 2.09
- E_tot (hartree) = -3950.8283

```
105
C40H52BIN3O5P2Ti (the ωB97M-V functional and the def2-TZVPD basis)
Ti -1.57 0.31 -0.52
C 0.27 -0.76 -5.97
C -0.45 0.21 -5.03
C -0.59 1.60 -5.66
C -1.88 -0.32 -4.80
P 0.27 0.39 -3.29
C 0.63 -1.38 -2.87
N 0.94 -1.44 -1.46
B 0.44 -0.64 -0.34
N 1.35 -1.05 0.75
C 1.55 -0.81 2.18
P 0.83 0.68 3.00
C 0.71 0.02 4.79
C -0.20 1.03 5.51
C 2.01 -0.13 5.58
C -0.03 -1.33 4.77
C 2.36 1.83 2.87
C 3.74 1.33 3.32
C 2.44 2.12 1.36
C 2.05 3.13 3.61
C 2.22 -2.03 0.29
C 3.23 -2.71 0.95
C 3.99 -3.63 0.23
C 3.72 -3.89 -1.11
C 2.69 -3.22 -1.77
C 1.96 -2.28 -1.06
C 2.01 1.20 -3.45
C 2.76 1.02 -4.77
C 1.74 2.69 -3.20
C 2.92 0.70 -2.33
H -0.33 -0.88 -6.88
H 1.25 -0.40 -6.27
H 0.38 -1.74 -5.52
H -1.21 1.53 -6.56
H -1.07 2.28 -4.97
H 0.37 2.02 -5.96
H -2.43 -0.30 -5.74
H -1.88 -1.35 -4.43
H -2.41 0.32 -4.09
H -0.25 -1.98 -3.11
H 1.48 -1.76 -3.45
H 1.18 -1.69 2.71
H 2.63 -0.78 2.34
H 0.19 2.05 5.44
H -1.20 1.03 5.06
H -0.30 0.77 6.57
H 2.44 0.85 5.81
H 1.80 -0.63 6.53
H 2.74 -0.72 5.03
H 0.66 -2.16 4.65
H -0.77 -1.37 3.96
H -0.57 -1.47 5.71
H 3.95 0.31 3.02
H 4.51 1.97 2.87
H 3.86 1.40 4.40
H 2.89 1.29 0.82
H 1.45 2.31 0.93
H 3.06 3.01 1.19
H 2.02 2.97 4.69
H 2.84 3.86 3.41
H 1.10 3.55 3.30
H 3.44 -2.55 2.00
H 4.80 -4.16 0.72
H 4.31 -4.62 -1.64
H 2.48 -3.45 -2.80
H 2.24 1.46 -5.61
H 3.74 1.50 -4.69
H 2.94 -0.04 -4.97
H 1.06 3.12 -3.94
H 1.27 2.82 -2.22
H 2.67 3.26 -3.21
H 3.24 -0.33 -2.48
H 3.83 1.32 -2.30
H 2.43 0.78 -1.36
O -5.89 -3.38 -2.87
C -5.12 -2.59 -2.40
C -5.48 -1.42 -1.49
O -6.57 -1.19 -1.02
C -4.21 -0.69 -1.27
C -3.17 -1.39 -1.91
O -1.95 -0.91 -1.77
C -3.62 -2.57 -2.60
O -2.95 -3.39 -3.21
O -3.96 0.32 -0.57
C -2.99 3.91 1.88
C -4.06 3.30 2.52
C -4.13 1.92 2.53
C -3.14 1.17 1.90
N -2.17 1.77 1.19
C -2.10 3.10 1.20
C -3.07 -0.29 1.95
C -3.86 -1.04 2.83
C -3.79 -2.42 2.81
C -2.94 -3.06 1.92
C -2.15 -2.31 1.05
C -2.19 -0.92 1.06
H -2.88 4.98 1.86
H -4.83 3.89 3.00
H -4.97 1.42 3.00
H -1.30 3.55 0.62
H -4.53 -0.55 3.53
H -4.42 -3.00 3.47
H -2.91 -4.14 1.88
H -1.50 -2.83 0.36
I -2.09 2.71 -2.01
```

---

[2]
Molecular formula: C40H52Br16N4O8
Method: DFT, the ωB97M-V functional and the def2-TZVPD basis

- net charge = 0
- HOMO (hartree) = -0.3642
- SMILES = O=[N+]([O-])c1ccccc1.O=[N+]([O-])c1ccccc1.O=[N+]([O-])c1ccccc1.O=[N+]([O-])c1ccccc1.BrCCBr.BrCCBr.BrCCBr.BrCCBr.BrCCBr.BrCCBr.BrCCBr.BrCCBr
- energy relative to the best compared isomer or geometry (same formula, charge and spin) (kcal per mole) = 7.22
- LUMO level (eV) = -1.05
- E_tot (hartree) = -43560.1480

```
120
C40H52Br16N4O8 (the ωB97M-V functional and the def2-TZVPD basis)
O -6.61 16.31 9.58
N -7.11 17.17 10.28
O -7.97 17.95 9.99
C -6.60 17.20 11.67
C -6.78 18.31 12.43
C -6.43 18.32 13.75
C -5.87 17.15 14.27
C -5.64 16.01 13.52
C -6.02 16.08 12.21
H -7.30 19.24 11.96
H -6.46 19.25 14.33
H -5.61 16.98 15.34
H -5.06 15.15 13.85
H -5.91 15.19 11.53
O -8.46 15.51 15.38
N -9.62 15.04 15.34
O -10.00 14.07 16.02
C -10.69 15.56 14.47
C -11.97 14.98 14.50
C -12.97 15.68 13.89
C -12.65 16.80 13.19
C -11.40 17.29 12.95
C -10.39 16.68 13.68
H -12.17 14.06 15.03
H -13.99 15.38 13.93
H -13.47 17.34 12.69
H -11.10 18.14 12.34
H -9.39 17.07 13.72
O -9.47 13.82 12.73
N -8.44 13.81 12.08
O -8.26 14.38 11.05
C -7.35 12.98 12.67
C -6.26 12.68 11.84
C -5.34 11.77 12.19
C -5.54 11.07 13.44
C -6.53 11.42 14.29
C -7.45 12.48 13.94
H -6.15 13.21 10.92
H -4.48 11.48 11.52
H -4.94 10.23 13.74
H -6.55 10.91 15.25
H -8.21 12.79 14.57
O -14.57 19.27 18.39
N -13.57 19.42 19.07
O -13.64 19.78 20.21
C -12.21 19.08 18.58
C -11.96 18.44 17.40
C -10.66 18.28 17.00
C -9.59 18.77 17.74
C -9.83 19.40 18.94
C -11.16 19.64 19.32
H -12.77 18.14 16.73
H -10.47 17.75 16.08
H -8.63 18.42 17.57
H -9.05 19.64 19.68
H -11.47 20.14 20.29
Br -16.23 18.57 12.14
C -16.59 16.79 11.53
C -16.95 16.00 12.71
Br -17.65 14.34 12.01
H -15.70 16.35 11.06
H -17.41 16.86 10.83
H -17.74 16.40 13.30
H -16.07 15.74 13.30
Br -5.41 9.34 21.91
C -6.57 9.67 20.36
C -7.69 10.69 20.71
Br -8.65 11.41 19.16
H -6.86 8.66 20.11
H -5.87 10.19 19.67
H -7.25 11.50 21.19
H -8.57 10.29 21.28
Br -6.41 16.58 20.03
C -8.11 15.71 20.27
C -8.80 15.49 18.88
Br -10.65 15.01 19.10
H -8.74 16.28 21.00
H -8.09 14.72 20.72
H -8.34 14.63 18.42
H -8.82 16.36 18.15
Br -9.63 10.29 15.95
C -11.34 10.30 15.09
C -12.32 10.76 16.17
Br -14.19 10.70 15.49
H -11.52 9.37 14.67
H -11.28 11.09 14.25
H -12.21 11.78 16.54
H -12.17 10.03 16.99
Br -13.62 13.34 10.84
C -12.77 14.92 10.09
C -11.27 14.88 10.15
Br -10.45 16.37 9.15
H -13.07 15.79 10.65
H -13.14 15.03 9.08
H -10.90 14.08 9.57
H -10.98 14.88 11.18
Br -15.52 13.93 18.30
C -14.96 15.81 18.13
C -16.21 16.63 17.97
Br -16.76 16.49 16.00
H -14.33 15.97 17.24
H -14.51 16.10 19.05
H -16.05 17.69 18.30
H -17.04 16.17 18.56
Br -11.17 12.19 23.08
C -12.13 13.84 22.67
C -13.54 13.68 22.12
Br -14.24 15.45 21.87
H -11.46 14.30 22.00
H -12.11 14.29 23.61
H -14.20 13.30 22.85
H -13.52 13.11 21.18
Br -13.33 20.71 13.83
C -14.94 21.36 14.81
C -14.78 22.77 15.33
Br -13.41 22.82 16.65
H -15.12 20.68 15.62
H -15.81 21.29 14.10
H -15.71 23.21 15.74
H -14.47 23.42 14.55
```

---

[3]
Molecular formula: C40H52CrN8O2P2SeSi
Method: DFT, the ωB97M-V functional and the def2-TZVPD basis

- net charge = +1
- multiplicity = 4
- HOMO (alpha / beta) (hartree) = -0.3455 / -0.3446
- energy relative to the best compared isomer or geometry (same formula, charge and spin) (kcal per mole) = 14.93
- LUMO level (alpha / beta) (eV) = -3.84 / -4.08
- E_tot (hartree) = -6561.9305

```
107
C40H52CrN8O2P2SeSi (the ωB97M-V functional and the def2-TZVPD basis)
Cr -0.16 -0.42 0.49
C -5.91 -0.68 1.27
C -5.65 -1.34 0.08
C -4.35 -1.69 -0.26
C -3.31 -1.35 0.61
C -3.57 -0.72 1.81
C -4.88 -0.39 2.14
N -1.95 -1.67 0.27
N -1.87 -2.66 -0.48
C -0.56 -3.11 -0.74
C -0.45 -4.32 -1.39
C 0.82 -4.87 -1.54
C 1.90 -4.20 -1.01
C 1.69 -2.97 -0.39
N 0.49 -2.41 -0.28
H -6.93 -0.42 1.53
H -6.46 -1.59 -0.60
H -4.14 -2.21 -1.18
H -2.76 -0.52 2.51
H -5.08 0.09 3.09
H -1.35 -4.82 -1.73
H 0.95 -5.82 -2.04
H 2.90 -4.59 -1.06
H 2.53 -2.43 0.02
O 3.35 -1.17 2.58
C 2.60 -0.69 1.75
O 1.32 -0.67 1.83
C 3.23 -0.02 0.52
P 1.99 0.49 -0.72
C 2.54 2.17 -1.18
C 2.75 3.11 -0.17
C 3.15 4.40 -0.48
C 3.33 4.77 -1.80
C 3.13 3.84 -2.81
C 2.74 2.55 -2.50
C 2.38 -0.48 -2.22
C 3.70 -0.66 -2.64
C 3.99 -1.42 -3.76
C 2.96 -2.00 -4.49
C 1.64 -1.81 -4.10
C 1.36 -1.06 -2.96
H 3.97 -0.69 0.09
H 3.79 0.85 0.87
H 2.60 2.84 0.87
H 3.31 5.11 0.32
H 3.64 5.78 -2.04
H 3.27 4.13 -3.85
H 2.59 1.84 -3.31
H 4.51 -0.20 -2.09
H 5.01 -1.55 -4.08
H 3.18 -2.59 -5.37
H 0.83 -2.26 -4.66
H 0.33 -0.94 -2.65
C 0.79 -5.41 2.47
N 1.29 -4.31 3.28
C 2.50 -4.30 3.95
C 2.54 -3.16 4.65
N 1.36 -2.49 4.43
C 1.05 -1.18 4.98
C 0.59 -3.20 3.58
Se -1.11 -2.79 2.97
H 1.64 -6.00 2.13
H 0.25 -5.00 1.62
H 0.11 -6.03 3.04
H 3.21 -5.10 3.85
H 3.32 -2.74 5.27
H 1.15 -1.22 6.06
H 0.02 -0.94 4.71
H 1.73 -0.45 4.55
C 1.78 2.52 2.98
Si -0.01 2.64 2.42
C -0.24 4.02 1.15
C -1.02 3.14 3.92
C -0.78 1.06 1.78
H 2.26 3.50 2.93
H 2.39 1.80 2.43
H 1.80 2.21 4.03
H 0.38 4.89 1.41
H -1.28 4.37 1.16
H 0.02 3.74 0.13
H -0.67 4.09 4.33
H -0.95 2.39 4.72
H -2.08 3.26 3.68
H -1.82 1.34 1.60
H -0.79 0.37 2.65
C -2.58 3.50 -2.51
N -1.57 2.75 -3.25
C -2.24 1.80 -4.14
N -3.15 0.90 -3.45
C -4.13 1.69 -2.70
N -3.51 2.64 -1.78
C -2.85 1.97 -0.67
P -1.48 0.86 -1.25
C -0.63 2.08 -2.36
C -2.44 -0.03 -2.58
H -3.16 4.09 -3.23
H -2.09 4.18 -1.82
H -1.48 1.21 -4.67
H -2.81 2.37 -4.88
H -4.79 1.03 -2.15
H -4.72 2.26 -3.42
H -3.57 1.37 -0.10
H -2.43 2.71 0.02
H 0.14 1.58 -2.94
H -0.13 2.83 -1.73
H -3.16 -0.70 -2.11
H -1.77 -0.64 -3.18
```

---

[4]
Molecular formula: C40H53BO3S
Method: DFT, the ωB97M-V functional and the def2-TZVPD basis

- net charge = 0
- HOMO (hartree) = -0.2239
- energy relative to the best compared isomer or geometry (same formula, charge and spin) (kcal per mole) = 0.00
- LUMO level (eV) = -2.99
- E_tot (hartree) = -2204.6817

```
98
C40H53BO3S (the ωB97M-V functional and the def2-TZVPD basis)
C 3.13 5.98 5.51
C 2.28 5.09 4.65
C 1.01 4.70 5.05
C 0.18 3.93 4.24
C -1.21 3.70 4.76
C 0.66 3.46 2.99
C -0.26 2.75 1.98
C -1.32 3.76 1.49
C -0.91 1.40 2.43
C -0.16 0.14 2.14
C -0.03 -0.89 3.12
C 1.28 -1.28 3.60
C 2.51 -0.51 3.20
C 1.38 -2.26 4.57
C 0.26 -2.88 5.10
C 0.45 -3.96 6.12
C -1.02 -2.50 4.67
C -1.19 -1.47 3.76
C -2.56 -0.94 3.46
C 1.96 3.86 2.58
C 2.50 3.51 1.22
C 2.75 4.65 3.41
H 4.10 6.14 5.03
H 2.66 6.96 5.66
H 3.30 5.55 6.51
H 0.62 5.05 6.02
H -1.96 3.49 4.00
H -1.25 2.88 5.49
H -1.55 4.60 5.31
H 0.36 2.51 1.12
H -0.80 4.62 1.04
H -1.97 3.31 0.74
H -1.95 4.16 2.29
H -1.13 1.50 3.50
H -1.88 1.28 1.90
H 0.67 0.20 1.42
H 3.38 -0.82 3.80
H 2.77 -0.69 2.15
H 2.39 0.57 3.35
H 2.37 -2.53 4.96
H -0.51 -4.35 6.45
H 1.06 -4.78 5.74
H 0.98 -3.53 6.98
H -1.91 -2.98 5.09
H -3.31 -1.58 3.95
H -2.72 0.08 3.83
H -2.76 -0.95 2.39
H 3.51 3.93 1.10
H 2.58 2.43 1.06
H 1.88 3.93 0.41
H 3.74 4.97 3.08
C -5.57 -4.02 3.62
O -4.23 -4.33 3.19
C -3.77 -3.76 2.04
C -2.46 -4.09 1.63
C -1.84 -3.38 0.62
C -2.50 -2.35 -0.04
B -1.84 -1.64 -1.35
C -2.69 -2.40 -2.52
C -3.82 -1.94 -3.16
C -4.09 -2.65 -4.38
C -3.19 -3.66 -4.64
C -3.17 -4.56 -5.81
S -2.02 -3.75 -3.37
O -2.26 -0.30 -1.77
C -1.04 0.37 -2.00
C -1.22 1.51 -3.01
C -0.67 0.94 -0.65
C -0.03 -0.80 -2.43
C -0.16 -1.08 -3.92
C 1.44 -0.59 -2.09
O -0.46 -1.88 -1.62
C -3.80 -2.02 0.35
C -4.47 -2.75 1.34
H -5.73 -4.65 4.49
H -5.67 -2.96 3.90
H -6.32 -4.26 2.85
H -1.93 -4.90 2.15
H -0.83 -3.65 0.31
H -4.45 -1.12 -2.82
H -4.92 -2.42 -5.05
H -4.04 -4.37 -6.46
H -2.27 -4.40 -6.41
H -3.21 -5.61 -5.50
H -0.26 2.02 -3.15
H -1.57 1.16 -3.99
H -1.94 2.24 -2.63
H 0.33 1.40 -0.64
H -1.44 1.65 -0.34
H -0.71 0.11 0.08
H 0.29 -0.26 -4.50
H 0.37 -2.00 -4.20
H -1.22 -1.17 -4.23
H 1.83 0.35 -2.51
H 1.60 -0.61 -1.01
H 2.02 -1.42 -2.52
H -4.33 -1.21 -0.15
H -5.49 -2.51 1.60
```

---

- Among the records above, which one has the lowest net charge?
  C40H52BIN3O5P2Ti

---

- E_tot of number 4 (C40H53BO3S)?
  -2204.6817 hartree

---

- Among the records above, which one has the highest energy relative to the best compared isomer or geometry (same formula, charge and spin)?
  C40H52BIN3O5P2Ti